{"formula": "C30H59FN3O4", "method": "ωB97M-V/def2-TZVPD", "spin_multiplicity": 4, "orbital_gap_ev": [9.2, 9.4], "energy_ha": -1743.31924, "symbols": ["C", "C", "O", "C", "C", "F", "C", "C", "C", "C", "N", "O", "C", "C", "C", "C", "H", "H", "H", "H", "H", "H", "H", "H", "H", "H", "H", "H", "H", "H", "H", "H", "H", "H", "H", "H", "H", "H", "H", "C", "C", "C", "C", "C", "C", "N", "O", "C", "C", "C", "H", "H", "H", "H", "H", "H", "H", "H", "H", "H", "H", "H", "H", "H", "H", "H", "H", "H", "C", "C", "C", "C", "C", "C", "N", "O", "C", "C", "C", "H", "H", "H", "H", "H", "H", "H", "H", "H", "H", "H", "H", "H", "H", "H", "H", "H", "H"], "xyz": [[3.46579, 0.57731, -0.49031], [3.27872, -0.96895, -0.38092], [4.27483, -1.61207, 0.41077], [5.54460, -1.59597, -0.22824], [6.67879, -0.90060, 0.58355], [7.62296, -1.91278, 0.86311], [7.41600, 0.08794, -0.37647], [8.09179, 1.33719, 0.27644], [9.56796, 1.38075, -0.28287], [7.39881, 2.62522, -0.30665], [8.21119, 1.30592, 1.73527], [8.75744, 2.37422, 2.19844], [6.98547, 0.95586, 2.45799], [7.43110, 0.66532, 3.94855], [5.94584, 2.14332, 2.58271], [6.24825, -0.33705, 1.96016], [3.53960, 0.86642, -1.56210], [4.41009, 0.92612, -0.02699], [2.59270, 1.13853, -0.10695], [3.22292, -1.45559, -1.37428], [2.32086, -1.16408, 0.13734], [5.83549, -2.65119, -0.42172], [5.40696, -1.14304, -1.23468], [8.21230, -0.50990, -0.86875], [6.77534, 0.43978, -1.20843], [9.52999, 1.36029, -1.38974], [10.16080, 0.52545, 0.08999], [10.03896, 2.34258, -0.00084], [7.77520, 2.82539, -1.32672], [7.45334, 3.50278, 0.35462], [6.31812, 2.37679, -0.42529], [8.32038, 0.01434, 3.93190], [6.58819, 0.20569, 4.50449], [7.62356, 1.63914, 4.43836], [6.35612, 3.08832, 2.17409], [5.00910, 1.95482, 2.02646], [5.72734, 2.35819, 3.64657], [5.16618, -0.14745, 2.05637], [6.46960, -1.13807, 2.69546], [-1.71530, 2.99931, -1.06241], [-1.00940, 2.32542, -2.25566], [-1.99400, 2.15373, -3.42203], [-2.99116, 1.02114, -3.20977], [-2.25716, -0.27661, -2.89178], [-1.29554, -0.14360, -1.70258], [-0.39816, 1.04092, -1.82103], [0.55393, 0.74168, -2.67726], [-2.11073, -0.06942, -0.39406], [-0.49903, -1.45265, -1.57276], [0.05085, 3.35785, -2.67984], [-2.58480, 2.45867, -0.69655], [-1.02445, 3.13429, -0.22765], [-2.08247, 3.98721, -1.34704], [-1.43800, 1.95591, -4.34451], [-2.53752, 3.08701, -3.58834], [-3.69772, 1.27525, -2.41440], [-3.58796, 0.88741, -4.11601], [-2.98686, -1.06559, -2.68945], [-1.70323, -0.59247, -3.78222], [-1.49149, 0.26923, 0.43942], [-2.50251, -1.05073, -0.12359], [-2.98591, 0.57420, -0.46121], [0.04996, -1.70024, -2.48184], [-1.17336, -2.28800, -1.38024], [0.21021, -1.39913, -0.74455], [0.80305, 3.49378, -1.90066], [-0.41772, 4.32656, -2.85993], [0.55852, 3.07784, -3.60286], [-7.90064, -3.87621, 0.39098], [-6.77162, -3.13902, 1.13807], [-7.22265, -2.78997, 2.56429], [-8.19549, -1.61820, 2.62154], [-7.60899, -0.40930, 1.90033], [-7.18695, -0.72088, 0.45727], [-6.34566, -1.94557, 0.35910], [-5.13131, -1.62724, 0.74505], [-8.44684, -0.86462, -0.42423], [-6.46672, 0.51092, -0.11867], [-5.65559, -4.19441, 1.23987], [-8.83080, -3.31708, 0.32596], [-7.59044, -4.13667, -0.62293], [-8.15270, -4.80528, 0.90540], [-6.34790, -2.54201, 3.17457], [-7.68204, -3.66411, 3.03176], [-9.16118, -1.89914, 2.19220], [-8.39054, -1.35814, 3.66514], [-8.33917, 0.40483, 1.90379], [-6.74543, -0.04836, 2.46857], [-8.20573, -1.32354, -1.38499], [-8.88355, 0.11283, -0.63529], [-9.24453, -1.43763, 0.04486], [-5.60203, 0.80548, 0.47701], [-7.13918, 1.36966, -0.13489], [-6.13461, 0.32751, -1.14329], [-5.26765, -4.45461, 0.25358], [-6.04145, -5.10766, 1.69515], [-4.82333, -3.86153, 1.85999]], "forces_ev_per_angstrom": [[0.1, 0.0, -1.1], [-0.6, 0.4, 0.5], [0.1, 0.2, -0.3], [-0.4, -0.6, -0.4], [-0.4, 0.5, -0.7], [0.1, 0.0, 0.1], [0.4, -0.2, 0.6], [1.8, 0.2, -2.5], [-0.4, 0.4, 0.1], [-1.2, -0.7, 0.5], [-1.6, 1.3, -0.5], [0.5, -0.6, 0.1], [-1.2, -0.7, 2.5], [-0.4, 0.6, -0.5], [0.4, 0.6, -0.7], [0.6, 0.0, 0.1], [-0.1, -0.1, 0.6], [-0.6, -0.3, 0.0], [0.6, -0.3, 0.1], [0.0, 0.3, 0.3], [0.5, -0.1, -0.3], [0.1, 0.5, 0.3], [0.4, -0.1, 0.6], [-0.5, 0.2, 0.4], [0.1, -0.2, 0.7], [0.0, -0.2, 0.6], [-0.3, 0.4, -0.2], [-0.1, -0.6, 0.0], [0.0, 0.0, 0.6], [0.4, -0.3, -0.4], [0.5, 0.4, 0.1], [-0.4, 0.2, 0.3], [0.5, 0.1, -0.4], [0.3, -0.7, -0.2], [-0.1, -0.6, 0.3], [0.4, 0.0, 0.4], [-0.1, -0.3, -0.6], [0.5, -0.2, -0.4], [-0.1, 0.3, -0.6], [-0.3, -0.1, 0.2], [-0.7, 2.0, 0.8], [-0.1, -0.5, -0.2], [0.0, 0.0, 0.0], [0.0, 0.3, -0.3], [-1.1, -1.2, 1.5], [0.6, -0.8, -3.1], [0.1, 0.2, 1.0], [-0.2, 0.2, 0.1], [0.5, 0.2, -0.4], [0.4, -0.5, -0.2], [0.1, -0.1, 0.0], [0.0, -0.1, 0.0], [0.1, 0.0, -0.1], [0.1, 0.0, 0.1], [0.2, 0.1, 0.1], [0.0, 0.0, 0.0], [0.0, 0.0, 0.0], [0.2, 0.0, 0.2], [0.1, 0.1, 0.1], [0.0, 0.1, -0.1], [0.1, 0.0, -0.1], [0.1, 0.0, 0.0], [0.1, 0.2, 0.1], [-0.2, 0.2, 0.1], [0.0, 0.0, 0.0], [0.0, -0.1, 0.0], [-0.2, -0.1, 0.1], [0.0, -0.1, 0.1], [-0.4, 0.1, -0.1], [-1.0, -2.0, -0.3], [0.0, 0.5, 0.2], [0.0, 0.0, 0.0], [0.1, -0.3, 0.3], [-1.6, 1.1, -1.1], [1.8, 1.0, 2.4], [-0.2, -0.3, -0.9], [-0.3, -0.2, 0.0], [0.6, -0.2, 0.1], [0.5, 0.5, -0.1], [0.1, 0.1, 0.0], [0.0, 0.1, 0.0], [0.2, 0.0, 0.1], [0.1, 0.0, -0.1], [0.1, -0.1, -0.2], [0.0, 0.0, 0.0], [0.0, 0.0, 0.0], [0.1, 0.0, -0.2], [0.1, -0.1, -0.1], [0.0, 0.0, 0.1], [0.2, 0.0, 0.1], [0.1, -0.1, 0.0], [0.0, -0.2, 0.0], [-0.2, -0.2, 0.0], [0.0, 0.0, 0.0], [0.0, 0.1, 0.0], [-0.2, 0.1, 0.0], [0.0, 0.1, -0.1]]}